15
Properties=species:S:1:pos:R:3:forces:R:3:mulliken_charge:R:1 method="wB97M-V/def2-TZVPD" homo_lumo_gap_ev=10.03 smiles=[SiH3]c1ccsc1[SiH3] e_tot_ha=-1134.31668
Si -1.41245 -0.99704 -0.46435 -0.590 -0.897 2.045 0.3320
C 0.38822 -0.62746 -0.20189 -0.497 -2.093 -0.464 0.0273
C 1.12505 -1.86304 0.12533 -0.532 1.664 0.051 -0.5575
C 2.32572 -1.58795 0.66895 1.590 0.387 -0.225 -0.4320
S 2.61913 0.10609 0.71106 -0.113 0.151 -0.470 -0.1213
C 1.09426 0.50465 -0.04952 1.289 0.329 0.765 0.2952
Si 0.79729 2.27543 -0.49455 2.430 0.327 0.146 0.4682
H -1.44671 -2.37955 0.24126 -0.256 0.740 -0.964 -0.1272
H -1.94992 -1.03313 -1.81828 -0.113 0.104 -0.307 -0.1115
H -2.29037 -0.25603 0.53870 0.386 0.101 -0.855 -0.0871
H 0.66718 -2.80814 -0.05200 0.124 -0.617 0.080 0.3787
H 3.23247 -2.18172 0.87728 -1.049 -0.058 0.131 0.3373
H -0.50112 2.64364 -0.16802 -1.746 0.659 0.950 -0.1531
H 0.82325 2.60496 -1.91010 0.266 -0.259 -0.607 -0.1203
H 1.98995 3.06938 0.12494 -1.189 -0.537 -0.279 -0.1288